Entry 1:
The following is a quantum chemistry calculation of 9 unconnected molecules or ions with the total composition C33H63N6O3 in a non-equilibrium geometry, from the Open Molecules 2025 dataset.

Cartesian coordinates (Å):
C (2.1035, -3.9821, 0.9039)
C (3.2981, -4.7943, 0.3537)
C (3.0602, -6.3321, 0.4662)
O (3.5355, -4.4094, -0.9980)
H (2.4207, -2.9491, 1.0465)
H (1.9136, -4.3110, 1.9256)
H (1.1457, -4.0235, 0.3851)
H (4.1585, -4.6294, 1.0022)
H (3.9127, -6.8684, 0.0494)
H (2.0851, -6.6202, 0.0736)
H (2.8745, -6.5338, 1.5212)
C (-0.5713, -1.9128, 0.3827)
C (0.2075, -0.6689, 0.3642)
C (0.0904, 0.0187, 1.7365)
O (1.5502, -0.5758, -0.1549)
H (-0.3277, -2.5070, 1.2635)
H (-0.3143, -2.4875, -0.5071)
H (-1.6431, -1.7526, 0.2658)
H (-0.5177, -0.2254, -0.3181)
H (0.8225, 0.8137, 1.8780)
H (0.3202, -0.5246, 2.6530)
H (-0.9667, 0.2623, 1.8431)
C (-0.0797, -0.5046, -5.6639)
C (0.6246, 0.3668, -4.6159)
C (-0.3443, 0.3915, -3.3699)
O (1.9502, -0.0356, -4.3598)
H (-0.1800, -1.5220, -5.2858)
H (0.4271, -0.4434, -6.6269)
H (-1.0478, -0.0405, -5.8524)
H (0.6167, 1.4261, -4.8729)
H (-0.0247, 0.9424, -2.4853)
H (-0.6298, -0.5921, -2.9971)
H (-1.2910, 0.8613, -3.6368)
C (-4.8117, 1.4815, -0.5015)
C (-3.3891, 0.9362, -0.7020)
C (-2.3506, 1.9699, -1.2155)
C (-2.4278, 3.3708, -0.7509)
N (-2.4772, 4.4656, -0.3389)
H (-5.5056, 0.7572, -0.0749)
H (-5.2138, 1.6516, -1.5002)
H (-4.8219, 2.4181, 0.0559)
H (-3.3271, 0.0713, -1.3624)
H (-2.8973, 0.6086, 0.2139)
H (-2.5390, 2.1131, -2.2795)
H (-1.3089, 1.7827, -0.9546)
C (2.7472, 5.0241, -1.8032)
C (1.4829, 4.1242, -1.8054)
C (1.7882, 2.9299, -0.9106)
C (3.0223, 2.1220, -1.2389)
N (3.9898, 1.5006, -1.4573)
H (3.5529, 4.4267, -2.2300)
H (2.8701, 5.4809, -0.8212)
H (2.6485, 5.8373, -2.5223)
H (1.2451, 3.7680, -2.8078)
H (0.6598, 4.7267, -1.4214)
H (0.8870, 2.3175, -0.9390)
H (1.9451, 3.1714, 0.1406)
C (-2.1807, -1.9747, 3.8999)
C (-3.0694, -1.0838, 3.0508)
C (-4.4580, -1.7360, 2.9507)
C (-5.1460, -1.5351, 4.2706)
N (-5.7153, -1.4918, 5.2871)
H (-1.2758, -2.1488, 3.3177)
H (-2.6598, -2.8650, 4.3073)
H (-1.6618, -1.3564, 4.6324)
H (-2.6773, -0.9707, 2.0401)
H (-3.2702, -0.1101, 3.4976)
H (-4.4752, -2.7691, 2.6036)
H (-5.0376, -1.1273, 2.2567)
C (-1.3705, 3.0632, 2.6616)
C (-0.0574, 3.7288, 2.4492)
C (0.8731, 3.4882, 3.6594)
C (0.4300, 4.2715, 4.7839)
N (0.1311, 5.0613, 5.6222)
H (-2.0424, 3.3384, 1.8486)
H (-1.8916, 3.3312, 3.5807)
H (-1.4231, 1.9746, 2.6413)
H (-0.1802, 4.8115, 2.4182)
H (0.3685, 3.4801, 1.4772)
H (1.8498, 3.8674, 3.3590)
H (0.9093, 2.4496, 3.9883)
C (-2.7368, -4.2864, -4.9475)
C (-2.6757, -3.2237, -3.8491)
C (-1.6133, -3.3706, -2.7686)
C (-0.1991, -3.2946, -3.1811)
N (0.9226, -3.2802, -3.4302)
H (-1.7471, -4.4817, -5.3606)
H (-3.3003, -4.0096, -5.8385)
H (-3.0929, -5.2983, -4.7543)
H (-3.6632, -3.1080, -3.4024)
H (-2.4700, -2.2864, -4.3660)
H (-1.6990, -4.3341, -2.2662)
H (-1.7895, -2.6592, -1.9618)
C (5.0916, 2.7990, 2.3313)
C (4.4332, 1.5423, 2.9600)
C (3.5759, 0.6519, 1.9732)
C (4.4558, -0.2512, 1.1867)
N (5.1057, -1.0114, 0.5483)
H (5.6746, 3.3649, 3.0580)
H (4.2746, 3.4080, 1.9443)
H (5.8143, 2.4118, 1.6131)
H (3.7659, 1.9619, 3.7127)
H (5.1125, 0.8672, 3.4805)
H (3.0765, 1.2817, 1.2370)
H (2.7662, 0.0179, 2.3344)

* charge: -3
* orbital gap: 2.63 eV
* E_HOMO: 2.52 eV
* E_LUMO: 5.150 eV
* DFT total energy: -1848.9815 hartree
* max |F|: 5.32 eV/Å

---

Entry 2:
The following is a quantum chemistry calculation of 4 unconnected molecules or ions with the total composition C33H64BBrF2N5O11P2S in a non-equilibrium geometry, from the Open Molecules 2025 dataset.

Cartesian coordinates (Å):
C (5.1131, 1.8442, -1.0617)
C (3.9437, 2.6361, -1.4802)
C (2.3384, 2.2962, -1.1450)
N (2.0545, 1.5321, 0.0788)
C (1.5076, 2.2334, 1.2658)
N (2.0669, 3.2995, 1.9840)
P (1.2976, 4.0337, 3.4542)
N (2.1126, 3.6504, 4.8411)
C (3.3506, 3.9266, 1.5531)
F (3.0000, 4.9250, 0.4728)
C (4.2001, 4.8003, 2.6494)
C (3.7727, 6.3761, 2.7916)
N (0.2064, 1.7037, 1.8774)
C (-0.9390, 2.1271, 1.0866)
C (-1.7622, 3.4936, 1.6005)
O (-1.2469, 4.7468, 1.4572)
Br (-3.6096, 3.4376, 2.4204)
C (0.3359, 0.2875, 2.3751)
C (1.1952, 0.5350, 3.7947)
C (1.1279, -0.6854, 4.8794)
O (1.5387, -0.4365, 6.1532)
C (-1.1021, -0.2857, 2.8880)
C (-1.8993, 0.7183, 3.9679)
O (-1.9490, 0.1172, 5.3426)
C (1.1521, -0.6963, 1.2868)
C (2.5075, -1.4041, 1.8634)
C (3.8909, -0.7089, 2.1526)
C (4.3103, -0.9913, 3.7562)
F (4.1559, 0.7000, 1.9473)
B (0.2496, -2.0899, 0.9908)
O (0.6231, -3.4700, 1.4758)
O (-1.0855, -2.2032, 0.3867)
C (-1.3447, -3.5353, -0.1794)
C (-2.6569, -3.4032, -1.2084)
C (1.4837, 0.1261, -0.1445)
N (2.5978, -0.6033, -0.9301)
P (0.0393, 0.0722, -1.4292)
S (0.0672, -1.4514, -2.6350)
H (5.5061, 0.8918, -1.6561)
H (5.6941, 2.1553, -0.0866)
H (4.0994, 3.5987, -2.1669)
H (1.7493, 3.3336, -1.0814)
H (2.0377, 1.8472, -2.1876)
H (1.1858, 5.4523, 3.2363)
H (-0.0299, 3.5443, 3.7262)
H (1.4844, 3.1383, 5.4979)
H (4.1034, 3.1075, 1.2000)
H (4.3718, 4.2461, 3.6906)
H (5.3074, 4.8418, 2.1934)
H (2.7436, 6.6665, 2.3231)
H (4.6597, 7.0747, 2.4043)
H (3.7102, 6.6010, 3.9617)
H (-0.5197, 2.4884, 0.0235)
H (-1.7964, 1.3848, 0.8222)
H (2.2740, 0.9491, 3.6120)
H (0.6841, 1.4364, 4.3976)
H (0.7531, -1.7882, 4.6686)
H (-1.9321, -0.3954, 2.0349)
H (-1.1063, -1.3102, 3.4480)
H (-1.4222, 1.8039, 3.9718)
H (-3.0485, 0.8410, 3.6678)
H (-2.2072, -0.8490, 5.2722)
H (2.7729, -2.2515, 1.0538)
H (2.2615, -2.0701, 2.8279)
H (4.7809, -1.2719, 1.5789)
H (5.5034, -0.9498, 3.7745)
H (3.9541, -0.1362, 4.4700)
H (4.0293, -2.0762, 4.1047)
H (0.1442, -3.5702, 2.3497)
H (-0.4738, -3.9525, -0.8519)
H (-1.7041, -4.3153, 0.6500)
H (-2.4227, -4.0011, -2.2081)
H (-2.7421, -2.2639, -1.4650)
H (-3.6424, -3.7721, -0.6810)
H (2.6026, -0.3312, -1.9315)
H (3.5378, -0.3690, -0.5620)
H (-1.2863, 0.0622, -0.8065)
H (-0.0242, 1.2613, -2.2841)
O (0.4545, -4.2283, -3.8091)
C (0.2334, -4.2089, -5.0190)
O (-1.0270, -4.3678, -5.4815)
C (-1.4210, -4.1799, -6.8542)
C (-1.1837, -5.4403, -7.6619)
C (1.3609, -4.1020, -6.0003)
H (-0.9334, -3.3020, -7.2881)
H (-2.4944, -3.9607, -6.8404)
H (-0.1234, -5.7072, -7.6909)
H (-1.5354, -5.3121, -8.6896)
H (-1.7102, -6.2884, -7.2118)
H (1.7924, -5.0913, -6.1612)
H (2.1222, -3.4372, -5.5818)
H (1.0720, -3.6675, -6.9563)
O (-3.9825, -2.5835, 5.2595)
C (-5.0113, -1.9171, 5.1574)
O (-4.9772, -0.5805, 5.3580)
C (-6.0742, 0.3125, 5.0861)
C (-7.0310, 0.3662, 6.2605)
C (-6.3300, -2.5814, 4.9016)
H (-6.5718, 0.0520, 4.1474)
H (-5.6350, 1.3051, 4.9368)
H (-7.4839, -0.6098, 6.4568)
H (-7.8322, 1.0869, 6.0730)
H (-6.5009, 0.6573, 7.1734)
H (-6.7378, -2.9464, 5.8457)
H (-6.1668, -3.4260, 4.2257)
H (-7.0588, -1.9377, 4.4112)
O (1.0445, -1.7973, -7.8094)
C (0.2881, -0.8474, -7.6130)
O (-0.5191, -0.4062, -8.6037)
C (-1.5648, 0.5690, -8.4293)
C (-1.0126, 1.9771, -8.5295)
C (0.3131, -0.1072, -6.3103)
H (-2.1147, 0.3961, -7.4996)
H (-2.2786, 0.4059, -9.2444)
H (-0.2819, 2.1808, -7.7416)
H (-1.8175, 2.7137, -8.4523)
H (-0.4951, 2.1185, -9.4840)
H (1.1221, 0.6249, -6.3282)
H (0.4924, -0.8272, -5.5064)
H (-0.6258, 0.3890, -6.0684)

* charge: +1
* orbital gap: 5.90 eV
* E_HOMO: -10.45 eV
* E_LUMO: -4.550 eV
* DFT total energy: -6275.8467 hartree
* max |F|: 9.35 eV/Å

---

Entry 3:
The following is a quantum chemistry calculation of a molecular structure, C33H64BI2N12Sr in a non-equilibrium geometry, from the Open Molecules 2025 dataset.

Cartesian coordinates (Å):
Sr (-0.0605, 0.2809, -2.0488)
N (-2.3466, 0.3892, -1.2014)
C (-3.0783, -0.5015, -2.1857)
C (-1.9931, -0.9910, -3.2480)
N (-0.6044, -1.6808, -3.0833)
C (0.0232, -1.0006, -4.3274)
C (1.4999, -0.5127, -4.6449)
N (1.9308, 0.4298, -3.5254)
C (-0.4667, -3.0913, -2.7588)
C (0.2563, -3.0832, -1.3779)
N (1.2644, -1.9627, -1.3780)
H (-2.9917, 0.9151, -0.6184)
H (-2.0227, 1.0960, -1.9566)
H (-3.7020, 0.1151, -2.8601)
H (-3.7309, -1.2545, -1.7534)
H (-1.6285, 0.0828, -3.3311)
H (-2.5020, -1.2517, -4.1832)
H (-0.2663, 0.0592, -4.0713)
H (-0.5147, -1.2232, -5.2566)
H (1.3001, 0.0553, -5.5630)
H (2.2535, -1.2622, -4.8740)
H (1.1384, 1.1426, -3.6834)
H (2.7602, 0.9502, -3.7939)
H (0.1109, -3.5790, -3.5472)
H (-1.4622, -3.5351, -2.7393)
H (0.7522, -4.0299, -1.1650)
H (-0.4575, -2.7852, -0.6050)
H (1.9296, -2.1155, -2.1281)
H (1.7334, -1.8892, -0.4707)
C (-2.5924, -0.1668, 3.2745)
C (-2.1917, 0.8425, 2.2494)
C (-2.8729, 1.9964, 1.8938)
C (-2.0466, 2.6292, 0.9493)
N (-0.9587, 1.9010, 0.7251)
N (-1.0446, 0.8110, 1.5376)
B (-0.0962, -0.3723, 1.1934)
N (-0.6186, -1.7345, 1.6939)
N (-1.6271, -2.2728, 0.9579)
C (-1.9314, -3.4317, 1.5168)
C (-1.1133, -3.6626, 2.6345)
C (-0.2832, -2.5617, 2.7150)
C (0.7650, -2.3431, 3.7625)
C (-3.0412, -4.3036, 0.9770)
C (-2.7618, -5.7731, 1.2946)
C (-3.1507, -4.1308, -0.5417)
C (-4.3625, -3.8695, 1.6257)
N (1.3385, -0.1243, 1.7104)
N (2.3365, -0.6856, 0.9855)
C (3.4544, -0.0567, 1.3000)
C (3.1874, 0.9422, 2.2642)
C (1.8303, 0.8716, 2.4911)
C (1.0242, 1.6428, 3.4865)
C (4.7547, -0.3255, 0.5710)
C (5.6821, -1.1921, 1.4208)
C (5.3988, 1.0256, 0.2384)
C (4.4346, -1.0292, -0.7553)
C (-2.2760, 3.9423, 0.2231)
C (-1.1449, 4.9090, 0.6030)
C (-3.6257, 4.5494, 0.5894)
C (-2.1862, 3.7400, -1.2959)
H (-3.3546, 0.2609, 3.9233)
H (-1.7437, -0.4723, 3.8835)
H (-2.9985, -1.0637, 2.8053)
H (-3.8088, 2.3336, 2.3050)
H (-0.0302, -0.4735, 0.1655)
H (-1.1204, -4.5071, 3.3026)
H (1.3452, -3.2577, 3.8808)
H (0.2989, -2.1243, 4.7256)
H (1.4511, -1.5418, 3.5164)
H (-1.7736, -6.0653, 0.9362)
H (-3.5047, -6.4112, 0.8127)
H (-2.8030, -5.9630, 2.3676)
H (-2.2581, -4.5274, -1.0322)
H (-3.2397, -3.0737, -0.7937)
H (-4.0241, -4.6663, -0.9190)
H (-4.2978, -3.9264, 2.7132)
H (-5.1828, -4.5113, 1.2962)
H (-4.5950, -2.8381, 1.3534)
H (3.8907, 1.5713, 2.7846)
H (1.6884, 2.2298, 4.1178)
H (0.4498, 0.9683, 4.1231)
H (0.3037, 2.3042, 3.0031)
H (5.9252, -0.6954, 2.3614)
H (6.6153, -1.3975, 0.8925)
H (5.1983, -2.1398, 1.6581)
H (5.5822, 1.6164, 1.1360)
H (4.7363, 1.5859, -0.4251)
H (6.3560, 0.8713, -0.2634)
H (4.0845, -2.0440, -0.5639)
H (5.3463, -1.1051, -1.3518)
H (3.6564, -0.4813, -1.2918)
H (-1.1587, 5.1169, 1.6738)
H (-1.2542, 5.8561, 0.0692)
H (-0.1863, 4.4609, 0.3463)
H (-3.6835, 4.7564, 1.6581)
H (-4.4461, 3.8779, 0.3289)
H (-3.7715, 5.4899, 0.0553)
H (-1.2114, 3.2913, -1.5279)
H (-2.2435, 4.7000, -1.8146)
H (-2.9865, 3.1047, -1.6856)
C (2.3048, 4.1999, 1.2721)
N (2.5543, 3.7271, -0.0871)
C (3.3692, 4.5418, -0.9740)
C (2.0639, 2.5816, -0.4726)
N (1.6209, 1.5329, -0.7013)
H (3.2277, 4.1729, 1.8529)
H (1.5662, 3.5526, 1.7392)
H (1.9272, 5.2219, 1.2354)
H (2.9366, 5.5391, -1.0648)
H (3.4156, 4.0813, -1.9575)
H (4.3839, 4.6312, -0.5823)
I (-1.2465, 2.1374, -4.2930)
I (-2.7811, 1.4368, -6.4052)

* charge: +1
* orbital gap: 4.30 eV
* E_HOMO: -10.02 eV
* E_LUMO: -5.726 eV
* ΔE to the lowest compared entry with this formula, charge and spin: 185.18 kcal/mol
* DFT total energy: -2603.6293 hartree
* max |F|: 6.76 eV/Å

---

Entry 4:
The following is a quantum chemistry calculation of 7 unconnected molecules or ions with the total composition C33H64Cl18NO in a non-equilibrium geometry, from the Open Molecules 2025 dataset.

Cartesian coordinates (Å):
C (7.5228, -2.4903, 1.0945)
C (6.7038, -1.2838, 0.7024)
C (7.5125, 0.0002, 0.6701)
C (8.6558, 0.0121, -0.3335)
C (8.3480, 0.7015, -1.6897)
C (6.8678, 0.8115, -2.0557)
C (6.3131, 2.2068, -1.8127)
C (5.0898, 2.5147, -2.6563)
C (4.4654, 3.8564, -2.2315)
C (2.9989, 3.7196, -1.7966)
C (2.0105, 4.5343, -2.6076)
C (1.9523, 4.1069, -4.0637)
C (0.9517, 2.9939, -4.3363)
C (-0.4363, 3.2303, -3.7500)
C (-0.8840, 2.1287, -2.7844)
C (-1.3129, 2.6566, -1.4008)
C (-0.2967, 2.2352, -0.3385)
C (-0.3562, 0.7859, 0.0558)
N (-1.5860, 0.3350, 0.8033)
C (-1.1305, -0.6208, 1.8883)
C (-2.5584, -0.4205, -0.0683)
C (-2.0127, -1.7237, -0.6230)
C (-2.4604, -1.9333, -2.0743)
C (-1.3745, -2.4916, -2.9661)
C (-0.9404, -3.9001, -2.6286)
C (-2.3007, 1.4457, 1.4999)
O (-3.1644, 0.8982, 2.4300)
C (-3.6983, 1.9277, 3.2932)
C (-5.1712, 1.7280, 3.4970)
H (6.8768, -3.3540, 1.0682)
H (8.3256, -2.6881, 0.4038)
H (7.9287, -2.3882, 2.0903)
H (6.2417, -1.5091, -0.2503)
H (5.9183, -1.1748, 1.4356)
H (7.9538, 0.0667, 1.6547)
H (6.8744, 0.8626, 0.5698)
H (9.4620, 0.5698, 0.1121)
H (9.0488, -0.9728, -0.5149)
H (8.8167, 1.6677, -1.6988)
H (8.8358, 0.1208, -2.4544)
H (6.2741, 0.0461, -1.5862)
H (6.7931, 0.6540, -3.1221)
H (6.1112, 2.4006, -0.7682)
H (7.0781, 2.8939, -2.1338)
H (5.4178, 2.6039, -3.6756)
H (4.3988, 1.6925, -2.5455)
H (4.9977, 4.2614, -1.3897)
H (4.5178, 4.5522, -3.0478)
H (2.6635, 2.6876, -1.8256)
H (2.9069, 4.0432, -0.7701)
H (1.0503, 4.4749, -2.1109)
H (2.3114, 5.5700, -2.5738)
H (1.8038, 4.9426, -4.7247)
H (2.9265, 3.7127, -4.3150)
H (1.3684, 2.0524, -4.0162)
H (0.8551, 2.9077, -5.4050)
H (-0.5274, 4.2036, -3.3034)
H (-1.1273, 3.2246, -4.5754)
H (-0.0452, 1.4628, -2.6637)
H (-1.6602, 1.5216, -3.2167)
H (-1.3237, 3.7271, -1.4395)
H (-2.2984, 2.2750, -1.1906)
H (-0.2846, 2.9012, 0.5076)
H (0.6665, 2.3579, -0.8041)
H (-0.2226, 0.1968, -0.8312)
H (0.4904, 0.5807, 0.6852)
H (-1.9418, -1.2303, 2.2294)
H (-0.7026, -0.0283, 2.6734)
H (-0.3527, -1.2482, 1.5025)
H (-3.4474, -0.6269, 0.4960)
H (-2.8573, 0.2387, -0.8607)
H (-0.9345, -1.7362, -0.5894)
H (-2.3481, -2.5599, -0.0355)
H (-2.7884, -1.0123, -2.5278)
H (-3.3252, -2.5785, -2.0720)
H (-1.7870, -2.4837, -3.9611)
H (-0.5490, -1.7929, -2.9623)
H (-0.2954, -3.9285, -1.7655)
H (-0.3809, -4.2996, -3.4596)
H (-1.7990, -4.5352, -2.4916)
H (-1.5990, 2.0873, 2.0052)
H (-2.8898, 1.9843, 0.7720)
H (-3.4650, 2.9185, 2.9164)
H (-3.2287, 1.8018, 4.2561)
H (-5.7355, 2.5259, 3.0482)
H (-5.4867, 0.7971, 3.0632)
H (-5.4240, 1.7160, 4.5444)
C (-4.9455, 5.9378, 3.1695)
Cl (-6.5850, 5.7025, 3.7541)
Cl (-3.7760, 5.7637, 4.4773)
Cl (-4.5779, 4.7951, 1.8641)
H (-4.8651, 6.9389, 2.7693)
C (-1.4607, -7.6666, -0.9729)
Cl (-2.1605, -8.8445, 0.1375)
Cl (-2.5549, -7.3687, -2.3216)
Cl (-1.0819, -6.1586, -0.1237)
H (-0.5396, -8.0746, -1.3650)
C (-5.7224, -8.4111, 0.9894)
Cl (-6.4745, -9.5289, 2.1198)
Cl (-6.7802, -8.0933, -0.3823)
Cl (-5.2834, -6.9007, 1.8008)
H (-4.8139, -8.8582, 0.6173)
C (2.8399, -0.6802, 3.0108)
Cl (2.8865, 0.2916, 4.4772)
Cl (3.0530, 0.3380, 1.5758)
Cl (4.0413, -1.9643, 3.0574)
H (1.8645, -1.1417, 2.9460)
C (-6.8023, -3.7633, 3.3130)
Cl (-7.8823, -4.4790, 4.5036)
Cl (-7.7037, -2.7928, 2.1495)
Cl (-5.5475, -2.8000, 4.1050)
H (-6.3137, -4.5576, 2.7754)
C (-9.6482, -1.0439, 5.4826)
Cl (-9.6039, -0.5648, 7.1780)
Cl (-11.2334, -1.6732, 5.0461)
Cl (-9.2014, 0.3093, 4.4376)
H (-8.9223, -1.8328, 5.3362)

* charge: +1
* orbital gap: 9.85 eV
* E_HOMO: -12.04 eV
* E_LUMO: -2.188 eV
* DFT total energy: -9708.9065 hartree
* max |F|: 1.50 eV/Å